No. 1
C5H11OP in the gas phase in a non-equilibrium geometry. Source: OMol25; level of theory: ωB97M-V with the def2-TZVPD basis set.

Output
HOMO-LUMO gap (hartree): 0.296
SMILES string: CP(C)(C)=CC=O
DFT total energy (eV): -16696.99018
Relative energy (zero: lowest compared OMol25 entry of this formula, charge and spin) (kcal/mol): 61.7
HOMO (eV): -7.6757

```
18
C5H11OP, DFT ωB97M-V with the def2-TZVPD basis set
C -0.164 0.186 -1.851
P -0.245 -0.079 -0.058
C -1.978 -0.680 0.169
C 0.908 -1.506 0.075
C 0.277 1.494 0.811
C 1.402 1.640 1.597
O 1.832 2.639 2.167
H -0.641 -0.543 -2.377
H -0.719 1.026 -2.124
H 0.784 0.442 -2.461
H -2.773 0.127 0.263
H -2.072 -1.373 -0.724
H -1.993 -1.174 1.137
H 1.248 -2.233 -0.763
H 1.873 -0.957 0.452
H 0.578 -2.004 0.969
H -0.549 2.146 1.149
H 2.232 0.849 1.570
```

---

No. 2
C5H11P in the gas phase in a non-equilibrium geometry. Source: OMol25; level of theory: ωB97M-V with the def2-TZVPD basis set.

Output
HOMO-LUMO gap (hartree): 0.373
SMILES string: CCC1(P)CC1
DFT total energy (eV): -14649.65030
Relative energy (zero: lowest compared OMol25 entry of this formula, charge and spin) (kcal/mol): 38.6
HOMO (eV): -9.0568

```
17
C5H11P, DFT ωB97M-V with the def2-TZVPD basis set
C 1.995 0.288 -0.282
C 0.652 0.652 -0.866
C -0.398 0.047 0.145
P -0.623 1.163 1.627
C -0.487 -1.455 0.405
C -1.622 -0.730 -0.191
H 1.897 -0.770 0.141
H 2.325 0.873 0.590
H 2.836 0.350 -1.103
H 0.444 0.087 -1.882
H 0.361 1.686 -1.130
H 0.600 1.097 1.988
H -0.877 0.161 2.508
H -0.447 -1.769 1.397
H 0.204 -1.974 -0.184
H -1.821 -0.979 -1.254
H -2.591 -0.793 0.288
```

---

No. 3
C5H11P in the gas phase in a non-equilibrium geometry. Source: OMol25; level of theory: ωB97M-V with the def2-TZVPD basis set.

Output
HOMO-LUMO gap (alpha / beta) (hartree): 0.251 / 0.299
DFT total energy (eV): -14648.47321
Relative energy (zero: lowest compared OMol25 entry of this formula, charge and spin) (kcal/mol): 65.7
HOMO (alpha / beta) (eV): -7.1771 / -7.6422

```
17
C5H11P, DFT ωB97M-V with the def2-TZVPD basis set
C -0.725 0.595 0.767
C -1.470 -0.255 -0.137
C -2.754 0.032 -0.753
C 2.192 -0.972 0.006
C 2.182 0.525 0.196
P 0.646 1.318 -0.493
H -1.287 1.471 1.106
H -0.370 0.085 1.747
H -0.851 -1.104 -0.532
H -2.807 1.178 -0.821
H -3.569 -0.253 -0.200
H -2.986 -0.351 -1.707
H 1.876 -1.528 0.862
H 1.401 -1.127 -0.800
H 3.114 -1.512 -0.113
H 3.035 0.936 -0.361
H 2.372 0.962 1.232
```